No. 1
The following is a quantum chemistry calculation of 3 unconnected molecules or ions with the total composition C14H34FN2O6PS at a distorted geometry, from the OMol25 dataset.

Structure (XYZ):
```
59
Properties=species:S:1:pos:R:3:forces:R:3:nbo_charge:R:1
S -1.747211 -1.067081 -3.928823 0.097 0.017 0.146 -0.56
P -0.927524 -1.587116 -2.290614 -0.160 0.339 -0.465 1.97
F 0.301685 0.461712 -0.140769 -0.068 0.002 0.132 -0.39
O -0.658174 -3.148321 -2.156233 0.056 0.028 -0.142 -0.98
O 3.464054 -1.262376 5.370530 -0.002 0.011 -0.068 -0.54
O -1.792178 -1.192374 -1.001755 0.002 -0.212 0.135 -1.00
O -4.880163 2.449535 -4.193968 0.002 -0.004 0.033 -0.54
O 2.812186 -1.447698 -1.852758 0.105 0.161 0.157 -0.55
O 1.328043 -2.427237 -0.478455 -0.370 0.510 0.153 -0.55
N 0.601906 -0.852682 -2.047859 -0.381 -0.810 0.978 -0.85
N 2.331527 -1.463046 1.416515 -0.094 -0.102 0.059 -0.64
C 3.254072 -2.815387 7.272898 -0.066 0.042 -0.024 -0.65
C 1.691077 -1.587421 -1.471296 0.267 -0.063 -0.348 0.93
C 1.138505 -1.299108 2.254158 0.101 -0.010 0.035 -0.43
C 4.158778 -2.020312 6.347854 0.049 -0.031 0.031 -0.06
C -4.485840 1.225679 -4.797276 0.005 -0.035 -0.009 -0.07
C -6.875901 2.817663 -5.591613 0.018 -0.074 0.017 -0.64
C 3.232405 0.796316 6.721216 0.139 -0.090 0.015 -0.65
C -3.537338 1.397335 -5.971304 -0.071 0.107 -0.020 -0.65
C 2.575833 -0.276632 5.871141 -0.132 0.057 -0.030 -0.07
C 1.697633 1.369892 -1.839451 -0.234 0.273 0.360 -0.45
C 0.502607 0.497371 -1.530479 0.112 0.216 -0.959 0.35
C 2.306871 -2.602386 0.557610 0.345 -0.468 0.086 0.09
C -5.569854 3.356833 -5.031747 -0.010 0.050 -0.028 -0.06
C 1.345369 2.850485 -1.696570 0.168 -0.017 0.131 -0.60
H 3.857104 -3.449234 7.923759 0.007 -0.011 -0.012 0.22
H -2.668036 1.986241 -5.675076 0.018 -0.033 0.011 0.21
H 1.285760 3.138481 -0.647524 -0.140 -0.021 0.032 0.21
H -4.922542 3.700137 -5.847617 0.000 -0.023 -0.007 0.16
H 2.001653 -3.528477 1.057544 -0.193 -0.005 -0.087 0.16
H 2.579446 -3.449896 6.696331 0.015 -0.017 0.003 0.21
H -7.519168 2.463385 -4.784890 -0.009 0.020 0.000 0.21
H 1.412504 -1.355743 3.307974 -0.079 0.049 0.032 0.20
H 2.140290 0.179474 4.981270 0.006 0.007 0.004 0.19
H -1.259370 -1.073042 -0.200789 0.038 0.092 -0.031 0.52
H 0.663285 -0.340816 2.050700 -0.025 -0.003 0.083 0.21
H 2.502964 1.567914 6.968566 -0.006 0.005 -0.021 0.22
H 3.156132 -1.518401 1.999274 0.079 0.152 -0.112 0.38
H -6.714080 1.989643 -6.282873 0.004 0.021 -0.023 0.20
H 1.752484 -0.745616 6.422388 0.021 -0.017 0.015 0.16
H 2.648991 -2.169715 7.910525 0.026 0.001 0.022 0.20
H -3.990864 0.665360 -4.006606 -0.012 0.033 0.033 0.20
H -7.398988 3.605026 -6.136032 -0.004 0.011 0.015 0.21
H 4.792068 -2.699129 5.776436 -0.006 0.008 -0.013 0.19
H -5.770666 4.223776 -4.401183 0.008 -0.009 0.011 0.18
H 0.395216 3.087999 -2.176284 0.022 0.033 -0.053 0.21
H -1.057774 -3.515823 -1.360515 0.130 -0.083 0.098 0.52
H 0.403628 -2.086735 2.062364 0.047 -0.024 -0.034 0.18
H 2.018141 1.147311 -2.854354 0.102 -0.095 0.031 0.23
H -0.403125 0.925285 -1.962687 -0.050 0.026 0.011 0.20
H 2.482510 1.119937 -1.124293 0.194 -0.139 -0.259 0.23
H 4.826827 -1.375398 6.929417 -0.024 0.018 0.006 0.16
H 2.123564 3.466274 -2.144292 -0.013 0.027 -0.065 0.22
H -4.018488 1.900836 -6.811823 0.008 -0.036 -0.023 0.20
H 4.061017 1.257349 6.182146 -0.020 0.025 -0.009 0.21
H 3.621041 0.396434 7.658810 -0.033 0.006 0.015 0.20
H -3.193675 0.423550 -6.321336 0.004 -0.013 0.031 0.22
H -5.366051 0.644731 -5.096597 -0.005 0.025 -0.034 0.16
H 3.289834 -2.754764 0.116313 0.011 0.075 -0.044 0.20
```
Forces are in eV/Å.

Calculated values
**Structure (SMILES)**: CC[C@H](F)N(C(=O)OCNC)P(O)(O)=S.CCOCC.CCOCC
**Total charge**: 0
**Gap between HOMO and LUMO**: 9.533 eV
**HOMO level**: -0.334 Ha
**DFT total energy**: -1954.25177 hartree



No. 2
The following is a quantum chemistry calculation of a molecular structure, C14H34NO2P2RuSi at a distorted geometry, from the OMol25 dataset.

Structure (XYZ):
```
55
Properties=species:S:1:pos:R:3:forces:R:3:mulliken_spin:R:1
Ru -0.185092 -0.069383 0.070351 -0.074 -0.365 -1.007 1.78
P 0.854038 -1.883413 0.816888 1.822 -1.637 0.095 -0.08
P -0.533414 1.862189 -1.086943 0.610 0.992 -0.522 -0.07
Si -0.959232 0.808158 2.105813 -0.086 1.491 2.599 -0.01
O -4.064505 0.298320 -0.910371 -0.139 -0.123 2.367 0.00
O -3.089510 0.255123 -4.014414 -0.154 -0.628 0.200 0.00
N 0.636380 -0.730777 -1.821698 -1.699 2.221 2.006 0.24
C 1.672507 -1.571915 -1.816905 1.842 -1.955 1.063 0.49
C -2.801887 1.291857 2.058101 -0.107 -0.214 -0.723 0.08
C 1.811964 -2.033682 2.349954 -0.066 0.017 0.036 0.00
C -0.079082 2.395992 2.642901 -0.262 -0.470 0.261 0.01
C 0.982608 -0.369321 -4.165351 -2.599 2.876 0.960 0.37
C 0.481216 0.086516 -2.921131 0.142 -0.257 -1.299 -0.06
C 1.944764 -1.348805 -4.188759 2.779 -3.017 0.311 0.38
C 0.839245 3.050776 -0.976749 -0.263 0.127 0.215 0.05
C 2.359038 -1.906414 -2.975495 -0.741 0.220 -1.342 0.02
C -2.059759 2.852581 -1.023504 -0.037 -0.032 -0.268 0.05
C 2.108514 -2.135830 -0.491274 0.245 -0.179 0.029 0.00
C -0.099674 1.328809 -2.710365 -1.897 -0.585 -1.620 0.50
C -0.133721 -3.412563 0.742180 -0.173 0.001 0.078 0.03
C -0.900525 -0.416879 3.560481 0.095 0.343 -0.151 0.01
H 2.523729 -1.196330 2.398695 -0.202 -0.291 0.072 0.00
H -1.496879 -1.085381 0.802406 0.105 -0.483 0.788 0.14
H -0.508135 1.825051 -3.592578 0.507 0.410 0.116 -0.02
H -2.063234 3.458111 -0.106006 0.097 -0.107 -0.313 0.01
H -1.769568 -0.772963 0.141623 -1.579 -0.118 -1.253 -0.05
H -2.938187 -0.681825 -4.234493 -0.071 0.534 0.005 0.00
H 1.146781 -2.010914 3.222918 0.341 -0.087 -0.269 0.00
H -0.177741 3.194983 1.897430 -0.006 -0.101 0.269 0.00
H 3.045764 -1.678404 -0.121139 -0.237 -0.095 -0.103 0.03
H -1.147256 -1.451137 3.290383 -0.003 0.154 0.075 0.00
H 0.083288 -0.400273 4.043538 -0.211 -0.044 -0.002 0.00
H 0.986866 2.195458 2.818606 -0.208 0.207 0.011 0.00
H 2.435267 -1.648192 -5.107038 -0.107 0.078 0.070 0.05
H -3.461746 0.416531 2.001358 0.149 0.147 0.025 0.00
H -2.267563 0.538059 -3.603360 0.254 -0.005 -0.023 0.00
H 0.592422 0.132128 -5.040255 0.384 0.081 -0.144 0.01
H -0.594629 -3.503072 -0.250325 0.107 0.006 0.239 -0.01
H 0.637604 3.751193 -1.798835 0.319 0.149 0.396 -0.01
H -3.079228 1.957151 1.233492 0.014 -0.159 0.262 -0.01
H -2.962140 2.224242 -1.037331 0.400 0.152 -0.024 -0.02
H -1.644598 -0.070196 4.292745 0.208 -0.148 -0.118 0.00
H 2.274180 -3.215029 -0.570678 0.280 0.024 0.016 0.01
H 1.748199 2.480345 -1.212878 -0.177 0.326 0.243 0.00
H -3.982552 0.103102 -1.816722 0.025 -0.474 -2.142 0.00
H -3.003686 1.808457 3.010014 0.236 -0.148 -0.217 0.01
H 2.357011 -2.988531 2.309735 -0.102 0.306 0.123 0.00
H -0.920782 -3.383559 1.508126 0.176 -0.125 -0.193 0.00
H -4.525379 -0.452258 -0.494539 0.156 0.509 -0.415 0.00
H 0.709694 0.544626 1.272794 -0.333 -0.232 -0.107 0.03
H -0.551039 2.698503 3.588294 0.254 0.245 -0.209 0.00
H -2.043002 3.504437 -1.905668 -0.117 0.035 0.226 0.00
H 3.142924 -2.645735 -2.881635 0.135 0.102 -0.305 0.00
H 0.529734 -4.271605 0.919344 -0.246 0.221 -0.036 0.00
H 0.881533 3.528022 0.008065 0.212 0.106 -0.351 0.01
```
Forces are in eV/Å.

Calculated values
**Expectation value of S²**: 6.03
**Multiplicity**: 5
**Total charge**: +1
**Gap between HOMO and LUMO (spin up / spin down)**: 4.854 / 5.868 eV
**HOMO level (spin up / spin down)**: -0.272 / -0.445 Ha
**DFT total energy**: -1825.77966 hartree



- The lowest total charge belongs to which entry?
  C14H34FN2O6PS



- Among the records above, which one has the lowest DFT total energy?
  C14H34FN2O6PS



- Which of these has the highest DFT total energy?
  C14H34NO2P2RuSi